No. 1
Density functional theory data (wB97M-V/def2-TZVPD) for a cluster of 12 separate species, C24H73NO12 in total.

```
110
Properties=species:S:1:pos:R:3
C -12.606 2.590 0.734
O -11.236 2.357 0.966
H -12.759 3.313 -0.078
H -13.165 1.705 0.404
H -13.104 2.992 1.613
H -10.844 2.071 0.109
C -6.099 7.585 -0.258
O -5.737 8.595 0.648
H -5.374 6.780 -0.397
H -6.992 7.076 0.124
H -6.345 8.074 -1.197
H -5.445 8.194 1.490
C -3.753 5.952 1.774
C -3.640 6.700 3.057
O -4.690 7.681 3.124
H -3.061 5.119 1.670
H -3.613 6.611 0.914
H -4.768 5.550 1.691
H -2.667 7.183 3.195
H -3.786 6.060 3.935
H -4.655 8.236 3.904
C -10.182 1.599 4.634
C -9.177 2.595 4.067
O -9.803 3.491 3.166
H -9.790 1.065 5.503
H -10.469 0.846 3.898
H -11.051 2.167 4.969
H -8.377 2.077 3.528
H -8.798 3.187 4.901
H -10.234 2.997 2.453
C -4.489 4.294 -2.276
C -5.828 4.915 -2.660
O -6.706 4.695 -1.546
H -4.624 3.280 -1.899
H -4.026 4.898 -1.495
H -3.825 4.256 -3.139
H -6.230 4.424 -3.548
H -5.696 5.983 -2.838
H -7.575 5.034 -1.789
C -6.703 0.543 5.239
C -5.532 0.455 4.275
O -4.416 1.106 4.852
H -6.453 -0.005 6.149
H -7.603 0.072 4.830
H -7.002 1.553 5.513
H -5.817 0.876 3.306
H -5.298 -0.605 4.119
H -4.015 1.646 4.144
C -2.163 0.843 2.171
C -2.884 2.026 1.523
O -3.908 2.448 2.411
H -1.337 0.467 1.557
H -2.826 -0.017 2.278
H -1.723 1.129 3.124
H -3.288 1.829 0.529
H -2.114 2.802 1.407
H -4.706 2.697 1.895
C -7.974 6.132 4.135
C -7.819 7.212 5.196
O -9.048 7.459 5.873
H -8.188 5.176 4.618
H -7.103 6.060 3.491
H -8.884 6.337 3.565
H -7.524 8.164 4.740
H -7.054 6.877 5.907
H -8.948 8.243 6.415
C -5.573 0.236 -0.107
C -6.437 -0.645 -0.983
O -6.086 -2.008 -0.717
H -4.514 0.051 -0.288
H -5.832 0.031 0.933
H -5.736 1.305 -0.257
H -6.295 -0.476 -2.058
H -7.493 -0.460 -0.749
H -6.869 -2.549 -0.844
C -8.285 2.959 0.970
C -7.163 3.575 1.814
O -5.948 3.724 1.054
H -9.078 2.540 1.593
H -7.900 2.145 0.358
H -8.762 3.718 0.348
H -6.943 2.925 2.658
H -7.481 4.560 2.157
H -6.207 4.083 0.188
C -10.887 3.548 -2.952
C -9.615 2.989 -2.335
O -9.929 1.944 -1.409
H -11.576 3.914 -2.191
H -11.422 2.799 -3.536
H -10.647 4.399 -3.594
H -9.009 3.791 -1.913
H -8.957 2.559 -3.095
H -10.202 1.174 -1.917
C -6.931 -0.946 -5.639
C -6.431 0.323 -6.335
C -5.770 1.222 -5.276
O -6.686 1.587 -4.294
C -6.135 2.331 -3.217
N -5.461 -0.073 -7.347
H -7.523 -1.605 -6.266
H -7.537 -0.695 -4.761
H -6.094 -1.452 -5.143
H -7.309 0.790 -6.784
H -5.249 2.061 -5.765
H -4.935 0.624 -4.868
H -6.890 2.431 -2.440
H -5.790 3.280 -3.635
H -5.361 1.720 -2.736
H -4.643 -0.476 -6.898
H -5.112 0.754 -7.830
```

Properties
- Highest occupied orbital energy: -9.4 eV
- SMILES string: COC[C@H](C)N.CCO.CCO.CCO.CCO.CCO.CCO.CCO.CCO.CCO.CO.CO

***

No. 2
Density functional theory data (wB97M-V/def2-TZVPD) for a cluster of 11 separate species, C24H74N4O11 in total.

```
113
Properties=species:S:1:pos:R:3
O 3.704 -11.642 -23.948
H 3.247 -10.898 -23.531
H 3.079 -11.975 -24.628
O 2.963 -8.017 -20.761
H 2.456 -7.355 -20.257
H 3.658 -7.512 -21.197
O 1.970 -9.886 -18.895
H 2.484 -10.699 -18.950
H 2.454 -9.244 -19.437
C 1.701 -6.963 -17.360
C 1.148 -5.592 -17.710
C 0.298 -5.632 -18.986
O 1.112 -5.852 -20.116
C 0.410 -5.851 -21.349
N 0.390 -5.103 -16.555
H 2.027 -6.943 -16.318
H 2.528 -7.233 -18.017
H 0.988 -7.792 -17.400
H 1.983 -4.924 -17.935
H -0.225 -4.668 -19.059
H -0.463 -6.423 -18.920
H -0.384 -6.600 -21.281
H 1.082 -6.138 -22.156
H 0.032 -4.848 -21.563
H -0.161 -5.895 -16.216
H -0.403 -4.531 -16.857
C 1.032 -7.139 -25.217
C 1.459 -8.378 -26.013
C 2.908 -8.747 -25.778
O 3.694 -7.566 -26.001
C 5.036 -7.878 -26.229
N 0.620 -9.552 -25.615
H -0.043 -6.969 -25.252
H 1.499 -6.256 -25.658
H 1.371 -7.263 -24.185
H 1.246 -8.160 -27.063
H 3.268 -9.556 -26.416
H 3.077 -8.996 -24.724
H 5.270 -8.299 -27.214
H 5.465 -8.562 -25.485
H 5.644 -6.973 -26.164
H 0.934 -9.687 -24.650
H -0.323 -9.174 -25.540
C 3.426 -13.786 -26.968
C 2.468 -12.633 -27.189
C 1.412 -12.869 -28.283
O 1.928 -13.314 -29.524
C 2.621 -12.307 -30.221
N 1.796 -12.238 -25.957
H 3.936 -14.106 -27.879
H 2.916 -14.674 -26.587
H 4.212 -13.460 -26.286
H 3.096 -11.783 -27.472
H 0.869 -11.928 -28.463
H 0.665 -13.585 -27.936
H 1.915 -11.519 -30.526
H 3.026 -12.730 -31.137
H 3.402 -11.829 -29.625
H 1.311 -11.345 -26.048
H 1.205 -12.958 -25.562
C -4.791 -9.266 -27.027
C -3.993 -7.969 -26.925
C -2.565 -8.160 -26.414
O -2.516 -8.705 -25.104
C -2.898 -7.825 -24.053
N -3.976 -7.282 -28.226
H -4.862 -9.740 -26.044
H -4.315 -10.001 -27.682
H -5.796 -9.073 -27.399
H -4.479 -7.314 -26.197
H -2.022 -7.208 -26.446
H -2.029 -8.878 -27.043
H -2.955 -8.463 -23.171
H -3.852 -7.314 -24.173
H -2.073 -7.122 -23.896
H -4.046 -7.984 -28.956
H -4.826 -6.743 -28.347
C 0.618 -10.692 -15.471
C -0.107 -11.437 -16.613
O -0.435 -10.536 -17.654
H 0.626 -11.356 -14.604
H 0.069 -9.785 -15.229
H 1.631 -10.452 -15.794
H -1.057 -11.795 -16.203
H 0.432 -12.341 -16.914
H 0.407 -10.309 -18.088
C -0.277 -9.643 -21.782
C 0.886 -10.431 -22.369
O 1.958 -9.621 -22.780
H -1.137 -10.289 -21.621
H -0.486 -8.852 -22.510
H -0.017 -9.173 -20.832
H 0.545 -11.077 -23.182
H 1.241 -11.171 -21.637
H 2.327 -9.116 -22.036
C -0.961 -15.214 -19.935
C -1.238 -14.335 -21.131
O -1.864 -15.117 -22.145
H -0.133 -15.879 -20.210
H -1.767 -15.893 -19.674
H -0.595 -14.615 -19.102
H -0.363 -13.823 -21.547
H -1.924 -13.513 -20.876
H -2.130 -14.531 -22.869
C -2.142 -11.543 -25.492
C -2.381 -12.431 -24.284
O -2.494 -13.812 -24.655
H -1.437 -11.977 -26.201
H -1.823 -10.556 -25.150
H -3.071 -11.364 -26.037
H -3.236 -12.040 -23.721
H -1.530 -12.401 -23.599
H -3.356 -13.916 -25.071
```

Properties
- Highest occupied orbital energy: -8.7 eV
- SMILES string: COC[C@H](C)N.COC[C@H](C)N.COC[C@H](C)N.COC[C@H](C)N.CCO.CCO.CCO.CCO.O.O.O

***

No. 3
Density functional theory data (wB97M-V/def2-TZVPD) for a cluster of 10 separate species, C24H75N6O13S in total.

```
119
Properties=species:S:1:pos:R:3
O -5.533 3.645 4.765
H -5.137 2.850 4.401
H -5.910 4.213 4.089
H -4.847 4.130 5.230
O -2.527 6.132 2.251
H -2.108 5.316 1.967
H -3.467 6.024 2.087
H -2.454 6.224 3.203
O -6.114 3.559 -1.815
H -5.631 4.190 -2.354
H -6.291 4.022 -0.993
H -5.504 2.843 -1.623
S -2.302 0.691 1.490
O -3.065 0.849 0.281
O -3.205 0.646 2.660
O -1.392 -0.449 1.489
O -1.542 1.913 1.636
C 5.269 -0.921 -0.022
C 6.081 -1.364 1.169
C 7.340 -0.479 1.331
O 8.163 -0.583 0.229
C 9.374 0.087 0.467
N 5.169 -1.246 2.242
H 5.799 -0.955 -0.974
H 4.866 0.064 0.218
H 4.439 -1.614 -0.162
H 6.458 -2.376 1.020
H 7.822 -0.713 2.280
H 6.961 0.527 1.514
H 9.776 -0.377 1.368
H 9.248 1.118 0.797
H 10.038 0.086 -0.398
H 4.765 -0.320 2.254
H 4.394 -1.834 1.971
C 2.738 4.737 7.883
C 2.632 4.368 6.372
C 3.979 3.842 5.846
O 4.960 4.850 5.967
C 5.181 5.752 4.896
N 1.544 3.449 6.216
H 1.734 5.036 8.186
H 3.425 5.579 7.972
H 3.245 3.947 8.437
H 2.323 5.256 5.821
H 3.788 3.627 4.794
H 4.452 2.950 6.257
H 5.491 5.122 4.062
H 6.085 6.336 5.069
H 4.337 6.350 4.554
H 0.748 4.037 6.418
H 1.471 3.306 5.219
C -8.821 -2.139 0.775
C -8.699 -3.479 1.541
C -9.173 -4.695 0.723
O -10.527 -4.464 0.282
C -10.979 -5.408 -0.659
N -7.386 -3.724 2.134
H -8.512 -1.286 1.380
H -9.792 -1.902 0.339
H -8.147 -2.233 -0.076
H -9.414 -3.456 2.363
H -9.096 -5.592 1.337
H -8.446 -4.788 -0.083
H -11.814 -5.022 -1.243
H -11.372 -6.273 -0.125
H -10.194 -5.777 -1.319
H -6.749 -4.092 1.442
H -6.997 -2.797 2.226
C -2.678 -7.921 -1.404
C -1.828 -6.882 -0.725
C -0.404 -6.732 -1.309
O 0.345 -7.942 -1.170
C 1.430 -7.992 -2.086
N -2.499 -5.495 -0.814
H -2.235 -8.900 -1.221
H -2.801 -7.726 -2.469
H -3.675 -7.979 -0.967
H -1.703 -7.043 0.346
H 0.074 -5.834 -0.920
H -0.516 -6.496 -2.367
H 1.059 -7.792 -3.091
H 1.881 -8.985 -2.103
H 2.240 -7.317 -1.812
H -1.903 -4.811 -0.370
H -2.598 -5.196 -1.774
C 1.982 7.095 -1.872
C 2.186 5.747 -2.565
C 3.454 4.992 -2.233
O 4.559 5.823 -2.530
C 5.817 5.210 -2.353
N 1.064 4.975 -2.156
H 2.522 7.951 -2.277
H 2.224 7.075 -0.810
H 1.007 7.556 -2.031
H 2.243 5.921 -3.639
H 3.484 4.065 -2.805
H 3.448 4.771 -1.166
H 5.711 4.261 -1.828
H 6.487 5.905 -1.847
H 6.194 5.081 -3.368
H 1.013 4.078 -2.619
H 1.242 4.588 -1.240
C -1.494 -1.103 -6.022
C -0.282 -1.619 -5.269
C 0.857 -2.222 -6.185
O 1.899 -2.703 -5.365
C 3.061 -2.841 -6.221
N 0.098 -0.610 -4.299
H -1.048 -0.382 -6.707
H -2.203 -0.602 -5.363
H -1.913 -1.854 -6.691
H -0.601 -2.488 -4.692
H 1.153 -1.414 -6.854
H 0.455 -3.038 -6.785
H 3.915 -3.325 -5.746
H 3.392 -1.905 -6.671
H 2.852 -3.520 -7.048
H 0.830 -1.118 -3.824
H -0.743 -0.624 -3.739
```

Properties
- Highest occupied orbital energy: -8.7 eV
- Total charge: +1

***

No. 4
Density functional theory data (wB97M-V/def2-TZVPD) for a cluster of 13 separate species, C24H76BrN20O12 in total.

```
133
Properties=species:S:1:pos:R:3
Br 0.600 0.423 -0.557
C 4.322 2.134 -5.698
O 4.410 2.887 -6.628
N 5.138 1.205 -5.378
N 3.453 2.307 -4.766
H 4.942 0.590 -4.601
H 5.969 1.027 -5.924
H 2.828 3.091 -4.884
H 3.418 1.705 -3.956
C -0.382 1.739 -4.744
O -0.586 2.009 -5.894
N -0.845 0.665 -4.124
N 0.267 2.494 -3.893
H -1.353 0.035 -4.728
H -0.502 0.445 -3.200
H 0.547 3.357 -4.337
H 0.232 2.357 -2.893
C 1.116 4.916 -1.286
O -0.132 5.046 -1.352
N 1.955 5.870 -1.092
N 1.671 3.749 -1.308
H 2.942 5.656 -1.106
H 1.654 6.760 -0.721
H 1.149 2.885 -1.295
H 2.642 3.601 -1.075
C 0.300 -3.636 0.511
O 0.283 -4.880 0.531
N 0.023 -2.842 1.486
N 0.789 -2.950 -0.485
H -0.229 -3.257 2.372
H 0.197 -1.869 1.280
H 0.762 -3.413 -1.382
H 0.770 -1.942 -0.433
C -3.793 1.611 -1.275
O -4.943 1.908 -0.978
N -2.761 1.477 -0.471
N -3.367 1.387 -2.488
H -1.888 1.012 -0.679
H -2.998 1.510 0.510
H -2.402 1.241 -2.748
H -4.119 1.299 -3.157
C 2.431 0.057 5.513
O 1.778 0.495 6.397
N 3.648 -0.310 5.707
N 2.043 0.093 4.275
H 4.162 -0.616 4.894
H 4.063 -0.352 6.627
H 2.482 -0.347 3.478
H 1.197 0.618 4.109
C -0.073 -3.784 -3.748
O 0.263 -4.421 -2.795
N -0.633 -4.204 -4.839
N 0.043 -2.509 -3.821
H -0.877 -3.658 -5.653
H -0.702 -5.210 -4.887
H 0.509 -2.027 -3.066
H -0.404 -2.092 -4.625
C 4.065 -0.993 -2.514
O 4.104 0.212 -2.819
N 4.805 -1.977 -3.017
N 3.350 -1.584 -1.570
H 5.469 -1.807 -3.759
H 4.693 -2.856 -2.532
H 3.438 -2.565 -1.346
H 2.571 -1.069 -1.185
C -6.179 2.131 3.920
C -5.206 1.746 2.826
C -4.334 0.475 3.120
O -3.545 0.254 1.938
C -2.843 -0.959 1.941
N -5.853 1.460 1.614
H -6.883 2.956 3.812
H -5.603 2.281 4.833
H -6.830 1.262 4.019
H -4.550 2.606 2.687
H -5.046 -0.319 3.348
H -3.674 0.493 3.987
H -2.211 -0.979 1.053
H -3.466 -1.851 1.873
H -2.101 -1.044 2.734
H -6.374 0.598 1.698
H -5.107 1.228 0.974
C 1.587 3.059 2.536
C 0.217 2.967 3.171
C -0.888 3.846 2.379
O -1.888 4.007 3.322
C -2.926 4.991 3.091
N -0.086 1.530 2.949
H 2.000 3.993 2.918
H 1.679 3.093 1.450
H 2.311 2.299 2.827
H 0.304 3.120 4.247
H -1.160 3.433 1.407
H -0.540 4.853 2.149
H -3.732 4.829 3.806
H -3.366 4.865 2.102
H -2.616 6.036 3.077
H -1.093 1.609 2.946
H 0.294 1.250 2.057
C 4.916 -0.259 1.594
C 4.277 -1.623 1.685
C 4.894 -2.574 2.713
O 6.297 -2.352 2.631
C 7.073 -3.440 3.017
N 2.895 -1.503 1.859
H 4.567 0.366 0.772
H 6.001 -0.292 1.504
H 4.747 0.245 2.546
H 4.505 -1.945 0.669
H 4.527 -3.567 2.456
H 4.687 -2.407 3.770
H 6.706 -4.408 2.676
H 7.126 -3.493 4.105
H 8.117 -3.458 2.703
H 2.462 -2.334 1.481
H 2.596 -0.808 1.189
C -2.941 -2.018 -2.150
C -4.250 -2.651 -2.612
C -5.039 -3.357 -1.477
O -4.293 -4.532 -1.127
C -3.870 -4.564 0.238
N -5.079 -1.572 -3.111
H -2.240 -2.852 -2.122
H -3.099 -1.594 -1.158
H -2.519 -1.281 -2.833
H -4.081 -3.316 -3.459
H -5.977 -3.753 -1.868
H -5.270 -2.726 -0.619
H -3.157 -3.792 0.528
H -3.407 -5.525 0.459
H -4.675 -4.504 0.970
H -5.942 -1.917 -3.507
H -5.348 -1.017 -2.312
```

Properties
- Highest occupied orbital energy: -6.8 eV
- Total charge: -1

***

Number 1: DFT total energy -1915.63606 hartree, HOMO-LUMO gap 9.553 eV, M 567.843 g mol⁻¹. Number 2: DFT total energy -2005.36461 hartree, HOMO-LUMO gap 8.956 eV, M 594.873 g mol⁻¹. Number 3: DFT total energy -2663.32234 hartree, HOMO-LUMO gap 2.741 eV, M 687.960 g mol⁻¹. Number 4: DFT total energy -5532.27933 hartree, HOMO-LUMO gap 8.645 eV, M 916.904 g mol⁻¹.